[1]
35
Properties=species:S:1:pos:R:3:forces:R:3:lowdin_charge:R:1 method="wB97M-V/def2-TZVPD" smiles="CCC[NH2+][C@@]1(c2ccccc2)C=CCC1" homo_lumo_gap_ha=0.35911 total_charge=+1 e_lumo_ev=-2.92 energy_ha=-599.86159 e_above_lowest_ev=3.512
C -1.4298 -1.2424 -3.9403 -0.27 0.17 -0.16 -0.10
C -0.7549 -0.0890 -3.2167 0.04 0.11 -0.28 -0.25
C -0.4818 -0.5831 -1.8103 1.22 -0.32 0.45 -0.16
N 0.1721 0.5318 -1.0023 -7.45 3.15 1.07 0.07
C 0.7493 0.4729 0.4286 3.26 -1.36 1.05 -0.38
C -0.0663 -0.1449 1.6514 -1.55 1.17 -2.17 -0.14
C -0.2416 -1.5207 1.8167 0.28 0.33 -0.44 -0.04
C -1.1726 -1.9837 2.7322 -0.67 -0.78 0.27 -0.06
C -1.9809 -1.1074 3.4701 0.33 0.30 0.05 -0.05
C -1.8049 0.2765 3.3017 0.16 -0.69 -0.60 -0.05
C -0.9034 0.7553 2.3469 0.01 -0.49 -0.12 -0.04
C 1.9779 -0.3564 0.1449 1.95 0.17 1.07 -0.05
C 3.0832 0.3978 0.3493 -0.16 0.72 0.11 -0.02
C 2.7280 1.9230 0.4441 -0.55 -0.95 -0.71 -0.13
C 1.1961 1.9163 0.7163 1.42 -0.07 2.31 -0.13
H -1.7294 -0.9640 -4.9411 -0.07 0.06 -0.21 0.08
H -0.8009 -2.1228 -4.0136 0.26 -0.05 0.03 0.09
H -2.3171 -1.5231 -3.3866 -0.33 -0.16 -0.02 0.08
H 0.1377 0.2435 -3.7906 -0.26 -0.24 0.68 0.13
H -1.4398 0.7815 -3.1552 0.21 -0.37 -0.09 0.13
H -1.4287 -0.9672 -1.3593 0.87 0.53 -0.02 0.15
H 0.2835 -1.3575 -1.7542 -0.35 -0.40 -0.50 0.12
H 0.1486 1.4496 -1.6286 0.85 -2.12 2.06 0.22
H -0.6882 0.7538 -0.2605 0.78 0.13 -3.14 0.22
H 0.2893 -2.2037 1.1466 -0.11 0.08 0.54 0.11
H -1.3463 -3.0719 2.8174 0.20 0.74 0.00 0.12
H -2.7665 -1.4955 4.1464 0.70 0.29 -0.46 0.12
H -2.4237 0.9737 3.8282 -0.27 0.21 0.22 0.11
H -0.9210 1.8147 2.0575 0.14 -0.46 0.50 0.12
H 1.8915 -1.4278 -0.2021 0.36 1.36 0.87 0.13
H 4.1536 0.1213 0.4645 -1.01 -0.17 -0.68 0.12
H 2.8665 2.3744 -0.5564 0.49 -0.22 0.42 0.12
H 3.2785 2.5207 1.1760 -0.02 -0.31 -0.15 0.11
H 1.0945 2.2008 1.8204 -0.20 -0.69 -1.62 0.14
H 0.6472 2.6536 0.1588 -0.24 0.34 -0.32 0.11

[2]
30
Properties=species:S:1:pos:R:3:forces:R:3:lowdin_charge:R:1 method="wB97M-V/def2-TZVPD" homo_lumo_gap_ha=0.30220 e_lumo_ev=-0.65 energy_ha=-1119.79282 e_above_lowest_ev=0.970
N -2.5395 1.4572 0.0406 -0.02 0.22 0.26 0.01
C -1.6522 1.2573 1.1849 -0.21 -0.27 -0.16 -0.26
C -1.2825 -0.2135 1.4517 0.11 0.42 0.21 -0.12
C 0.1059 -0.6890 1.0963 -0.16 -0.29 0.21 -0.09
C 0.8016 -0.4823 -0.0622 -0.12 0.02 -0.03 -0.14
C 0.2630 0.3037 -1.1991 -0.35 0.05 -0.24 -0.21
C -0.5312 -0.2774 -2.1759 0.10 0.24 0.16 -0.01
C -0.9865 0.5150 -3.2192 -0.22 -0.28 -0.20 -0.15
N -0.7237 1.8074 -3.3744 0.20 0.16 0.21 0.07
C 0.0639 2.3577 -2.4449 -0.18 -0.49 -0.05 -0.14
C 0.5655 1.6435 -1.3728 0.41 0.30 0.35 -0.04
C 2.0975 -1.0437 -0.2907 0.48 -0.43 0.63 -0.01
C 2.7333 -1.8171 0.6384 -0.39 0.35 -0.35 0.00
C 2.0483 -2.0517 1.8568 0.35 -0.11 -0.11 -0.37
N 2.5170 -2.7716 2.8767 -0.10 -0.16 0.38 -0.23
S 1.3771 -2.7395 4.0126 0.09 0.14 -0.37 1.01
N 0.2716 -1.8336 3.2841 -0.18 -0.08 0.32 -0.24
C 0.7556 -1.5082 2.0861 0.08 0.23 -0.34 -0.31
H -2.1459 2.0668 -0.6575 0.02 -0.11 -0.18 0.05
H -2.8285 0.5876 -0.3742 0.05 -0.03 -0.19 0.05
H -2.1589 1.6328 2.0735 0.02 0.03 0.13 0.10
H -0.7413 1.8377 1.0768 0.15 0.19 -0.06 0.10
H -2.0373 -0.8639 1.0131 -0.08 -0.14 -0.20 0.12
H -1.3734 -0.3698 2.5210 -0.05 -0.13 0.14 0.09
H -0.7949 -1.3202 -2.1198 -0.08 -0.18 -0.04 0.12
H -1.6103 0.0538 -3.9738 -0.08 0.07 -0.14 0.10
H 0.3133 3.4024 -2.5409 -0.06 0.20 -0.18 0.10
H 1.2101 2.1407 -0.6614 0.03 0.07 0.08 0.12
H 2.5739 -0.8328 -1.2351 0.07 0.02 -0.13 0.12
H 3.7083 -2.2492 0.4891 0.12 -0.01 -0.11 0.11

[3]
11
Properties=species:S:1:pos:R:3:forces:R:3:lowdin_charge:R:1 method="wB97M-V/def2-TZVPD" homo_lumo_gap_ha=0.21721 total_charge=-1 e_lumo_ev=3.84 energy_ha=-802.60426 e_above_lowest_ev=3.277
C -2.7238 0.2493 0.1411 -1.19 -0.08 0.21 -0.72
C 1.7620 -0.6567 0.1770 -0.84 -1.58 -1.40 -0.25
C 0.4310 0.0689 0.4130 1.47 0.19 1.93 -0.67
O -2.7447 1.0822 -0.6753 0.08 1.08 -0.43 0.06
O -3.1221 -0.4101 1.0183 0.13 -0.25 0.54 0.09
O 0.8151 1.3008 -0.1989 1.56 -1.00 -0.18 -0.17
Cl -0.8742 -0.8841 -0.6294 0.88 -0.98 -1.17 0.54
H 1.8798 -0.8223 -0.9440 0.30 0.19 1.06 0.06
H 2.5285 -0.0350 0.5424 0.94 1.22 0.17 0.03
H 1.9826 -1.5956 0.6878 -0.78 -0.31 0.01 0.04
H 0.0658 1.7025 -0.5320 -2.54 1.52 -0.73 0.00

[4]
19
Properties=species:S:1:pos:R:3:forces:R:3:lowdin_charge:R:1 method="wB97M-V/def2-TZVPD" smiles=CCCO[C@](C)([O-])O homo_lumo_gap_ha=0.29390 total_charge=-1 e_lumo_ev=4.10 energy_ha=-422.85521 e_above_lowest_ev=1.591
C -0.4860 1.0533 -2.4139 0.08 -0.09 0.04 -0.13
C -1.3872 1.0728 -1.1865 0.25 -0.11 0.23 -0.26
C -0.5989 0.8274 0.1035 -0.10 0.39 0.20 -0.36
O -0.1530 -0.4777 0.1507 0.47 0.10 0.14 -0.19
C 0.9441 -0.7036 1.4566 -1.07 -0.15 -0.98 -0.76
C 0.5435 -2.1536 1.7039 0.40 0.29 0.15 -0.03
O 0.7640 0.2014 2.2932 0.09 0.28 0.91 -0.10
O 2.2239 -0.6799 0.8332 0.05 -0.07 -0.10 -0.02
H -1.0399 1.0522 -3.3528 -0.10 0.08 -0.09 0.05
H 0.1432 0.1644 -2.3964 0.01 -0.08 0.06 0.07
H 0.1813 1.9195 -2.4056 -0.02 0.02 -0.03 0.06
H -1.8966 2.0381 -1.1081 -0.09 0.04 -0.03 0.09
H -2.1473 0.2894 -1.2393 -0.07 0.01 -0.15 0.10
H 0.2317 1.5653 0.1545 -0.05 -0.16 -0.07 0.11
H -1.2491 1.1025 0.9662 0.17 -0.24 -0.19 0.11
H 1.1698 -2.5510 2.5064 -0.04 -0.09 0.02 0.07
H 0.7186 -2.7046 0.7849 -0.10 -0.23 -0.02 0.06
H -0.5064 -2.1823 1.9820 0.02 -0.05 0.00 0.07
H 2.5444 0.1661 1.1675 0.11 0.06 -0.08 0.08

[5]
20
Properties=species:S:1:pos:R:3:forces:R:3:lowdin_charge:R:1 method="wB97M-V/def2-TZVPD" smiles=CCN.CCN homo_lumo_gap_ha=0.37983 e_lumo_ev=0.97 energy_ha=-270.27669 e_above_lowest_ev=0.514
C 0.0000 0.0000 0.0000 0.48 0.71 1.36 -0.14
C -1.1253 -0.9270 0.4426 0.99 -0.81 -1.47 -0.38
N -2.3372 -0.5135 -0.2322 -1.26 -0.18 0.36 -0.03
H 0.1279 0.1872 -1.0794 -0.51 -0.43 0.44 0.08
H 0.9387 -0.4211 0.3977 -0.10 0.39 -0.12 0.06
H -0.1950 0.9620 0.5032 0.46 0.02 -0.34 0.06
H -0.7824 -1.8871 0.0114 -0.75 -0.02 0.39 0.11
H -1.1881 -1.0544 1.5405 0.12 0.28 -0.39 0.11
H -2.7663 0.2867 0.2455 0.25 -0.36 -0.27 0.07
H -3.0412 -1.2599 -0.2252 0.35 0.42 0.04 0.07
C 2.7847 2.7276 2.3082 0.44 0.65 0.89 -0.12
C 3.8922 2.0567 1.5260 -0.71 -0.31 0.05 -0.38
N 3.4713 2.0769 0.1309 0.97 -1.00 -0.74 -0.04
H 1.8080 2.2568 2.1059 0.43 0.08 0.03 0.06
H 2.7306 3.7897 2.0157 -0.12 -0.39 0.15 0.08
H 2.9851 2.6707 3.3913 -0.23 0.10 -0.32 0.07
H 4.8876 2.5410 1.5271 -0.62 0.05 0.53 0.11
H 4.0238 1.0163 1.8805 0.07 0.31 0.13 0.10
H 2.5877 1.5742 -0.0072 0.39 0.17 0.23 0.05
H 4.2063 1.4702 -0.2490 -0.64 0.33 -0.96 0.07

[6]
8
Properties=species:S:1:pos:R:3:forces:R:3:lowdin_charge:R:1 method="wB97M-V/def2-TZVPD" homo_lumo_gap_ha="0.25742 / 0.25742" total_charge=+1 e_lumo_ev="-7.32 / -7.32" energy_ha=-2069.51502 e_above_lowest_ev=0.361
C -1.2090 -0.0058 0.1463 -2.14 -0.30 0.03 -0.03
O 0.7383 1.6123 0.0469 2.70 -2.92 -1.80 0.01
C 1.0802 0.4517 -0.2587 -4.85 3.24 3.34 -0.45
C -0.0259 -0.5303 -0.2353 2.48 -0.60 -0.27 -0.09
F -2.3570 -0.4320 -0.3882 1.44 -0.20 1.17 0.12
H -1.3688 0.6373 1.0149 0.03 0.77 -0.87 0.16
H 0.1711 -1.6028 -0.1852 -0.42 0.12 -1.42 0.12
Zn 2.9711 -0.1304 -0.1408 0.76 -0.11 -0.18 1.16

[7]
35
Properties=species:S:1:pos:R:3:forces:R:3:lowdin_charge:R:1 method="wB97M-V/def2-TZVPD" homo_lumo_gap_ha=0.36837 total_charge=+1 e_lumo_ev=-2.93 energy_ha=-744.59106 e_above_lowest_ev=4.668
C 1.4447 0.6907 -0.8756 -0.28 -1.47 1.47 0.03
C 0.7801 -0.5233 -0.9006 1.84 1.41 -1.91 -0.16
C 0.9164 2.0657 -0.6632 1.70 -2.45 -1.03 -0.50
C -0.7331 -0.6121 -0.7914 -0.66 -0.89 -0.05 -0.46
C -1.1848 0.1065 0.4270 -1.32 1.12 2.97 -0.26
C 1.4930 -1.7941 -1.4435 -0.91 3.12 -1.96 0.00
C -1.4313 -0.0960 -2.0212 6.33 2.25 -1.93 0.01
C -3.1896 0.7711 1.6625 -3.56 -0.42 3.83 -0.06
C 2.7781 -0.3714 2.0025 -2.46 2.52 2.65 -0.11
N -0.2912 2.2806 -0.5452 -2.33 0.09 0.55 0.18
N -1.2551 -1.9370 -0.4009 1.48 0.58 2.64 0.12
N -2.4257 0.5559 0.5332 3.85 -1.67 0.06 0.07
O 1.8982 2.9473 -0.8105 -0.73 2.22 -0.41 0.11
O -0.4564 0.0515 1.5405 -4.63 1.27 -0.67 0.18
O 1.8159 -1.3257 1.6140 -0.74 -0.53 -0.58 -0.15
H 2.5293 0.7642 -0.7821 -0.08 -0.73 -0.85 0.12
H 0.8431 -2.6133 -1.4326 -0.94 -1.14 -0.43 0.05
H 2.3158 -2.0685 -0.9215 2.48 -0.59 2.18 0.04
H 1.9497 -1.5746 -2.4612 -1.13 -0.31 0.93 0.13
H -0.8939 -0.5627 -2.9088 -0.35 0.50 0.96 0.13
H -1.1476 1.0258 -2.0916 -0.99 -1.90 -0.04 0.12
H -2.3667 -0.3118 -2.2618 -4.53 -0.86 0.01 0.04
H -2.7003 0.5399 2.6684 -0.21 0.59 -1.73 0.12
H -3.6152 1.7877 1.6426 0.47 -0.19 0.32 0.10
H -4.1812 0.1082 1.7185 2.21 0.99 -0.58 0.14
H 2.5251 -0.0542 3.1069 0.68 -0.24 -1.99 0.13
H 2.7858 0.5722 1.3701 -0.33 -1.46 0.58 0.10
H 3.6914 -0.8132 2.0028 2.98 -0.97 -0.08 0.05
H -0.5413 3.2446 -0.4878 -0.34 0.91 0.15 0.09
H 0.4098 -0.1361 1.3126 3.55 -1.28 -0.53 0.02
H -0.6526 -2.3155 0.3697 -0.95 0.18 -1.11 0.12
H -2.8644 0.5235 -0.3171 -1.62 0.07 -2.35 0.12
H -1.4476 -2.6387 -1.0610 -0.05 -0.54 -1.32 0.09
H 1.4050 3.7934 -1.0225 1.37 -0.80 0.47 0.16
H 1.7969 -2.0807 2.2289 0.22 0.63 -0.22 0.13

[8]
20
Properties=species:S:1:pos:R:3:forces:R:3:lowdin_charge:R:1 method="wB97M-V/def2-TZVPD" smiles="C=C(O)/C=C/C.O.O" homo_lumo_gap_ha=0.37178 e_lumo_ev=0.76 energy_ha=-423.36160 e_above_lowest_ev=2.510
C -0.0045 0.4922 -2.5100 0.31 -1.34 0.05 0.06
C 0.4262 -0.0790 -1.3901 -0.25 0.24 0.16 -0.41
O 0.3326 -1.4370 -1.1354 0.69 0.66 0.26 0.00
C 1.0054 0.5898 -0.1824 -1.22 -0.82 -1.72 -0.06
C 0.1884 1.0508 0.7491 1.14 1.84 1.68 -0.16
C 0.7352 1.5338 2.0965 -1.31 1.16 -0.98 -0.10
H -0.3443 -0.2088 -3.2578 -0.33 0.22 -0.36 0.07
H 0.1021 1.5181 -2.7642 0.06 0.60 0.12 0.06
H 0.1652 -1.9432 -1.9328 -0.25 0.08 -0.34 0.11
H 2.0849 0.5385 -0.2198 0.14 -0.07 1.04 0.13
H -0.8541 1.3734 0.6260 0.20 -1.05 -0.49 0.13
H 0.6843 2.6406 2.1152 0.47 -0.30 -0.23 0.08
H -0.0111 1.3323 2.8689 0.53 -0.74 0.26 0.07
H 1.7498 1.1991 2.2497 0.06 -0.15 0.48 0.07
O 0.0032 -1.8540 1.8800 -0.60 -0.52 -0.09 -0.05
H -0.2272 -1.1620 1.2506 0.38 -0.02 0.10 -0.02
H 0.6554 -1.4891 2.4705 0.27 0.32 0.16 0.03
O -2.4069 -1.6142 -1.2483 -0.21 0.43 0.34 -0.06
H -1.7710 -1.8198 -0.5538 0.07 -0.35 -0.09 0.02
H -2.5133 -0.6617 -1.1119 -0.15 -0.17 -0.34 0.04